{"formula": "C31H73FN2O8S8", "method": "ωB97M-V/def2-TZVPD", "symbols": ["C", "C", "C", "C", "C", "C", "C", "C", "C", "C", "N", "C", "C", "N", "C", "C", "C", "F", "H", "H", "H", "H", "H", "H", "H", "H", "H", "H", "H", "H", "H", "H", "H", "H", "H", "H", "H", "H", "H", "H", "H", "H", "H", "C", "S", "O", "C", "H", "H", "H", "H", "H", "H", "C", "S", "O", "C", "H", "H", "H", "H", "H", "H", "C", "S", "O", "C", "H", "H", "H", "H", "H", "H", "C", "S", "O", "C", "H", "H", "H", "H", "H", "H", "C", "S", "O", "C", "H", "H", "H", "H", "H", "H", "C", "S", "O", "C", "H", "H", "H", "H", "H", "H", "C", "S", "O", "C", "H", "H", "H", "H", "H", "H", "C", "S", "O", "C", "H", "H", "H", "H", "H", "H"], "coordinates": [[-2.45913, 0.95472, -3.88646], [-2.73679, 0.63292, -2.42271], [-3.98003, 1.31917, -1.80634], [-3.64770, 1.88222, -0.42952], [-4.81701, 2.60014, 0.23743], [-4.49562, 3.32933, 1.57311], [-3.12624, 3.02117, 2.17300], [-2.83416, 3.84845, 3.43039], [-1.32709, 4.05089, 3.73617], [-1.23721, 4.51755, 5.13848], [-1.15901, 4.87515, 6.22360], [-0.57477, 2.69422, 3.65879], [0.88156, 2.83402, 3.62932], [2.02006, 2.93492, 3.56506], [-0.67980, 5.17763, 2.88282], [-0.34068, 4.82986, 1.43043], [-1.26799, 5.45639, 0.38378], [0.96353, 5.26464, 1.17845], [-2.47474, 2.03513, -4.05939], [-3.14878, 0.45867, -4.57218], [-1.45837, 0.59743, -4.12093], [-2.77948, -0.44831, -2.27376], [-1.85808, 0.96633, -1.85522], [-4.77483, 0.57344, -1.73024], [-4.32077, 2.11012, -2.47917], [-2.81529, 2.58668, -0.56501], [-3.26249, 1.07482, 0.20139], [-5.60893, 1.86849, 0.42825], [-5.24038, 3.32229, -0.46744], [-4.61694, 4.41330, 1.46275], [-5.24395, 3.02585, 2.31594], [-3.09836, 1.96288, 2.45142], [-2.33526, 3.15224, 1.43524], [-3.29541, 4.83912, 3.37817], [-3.28146, 3.33733, 4.28875], [-0.90818, 2.09143, 2.81546], [-0.82207, 2.11300, 4.55220], [-1.37148, 6.02253, 2.90007], [0.23900, 5.49549, 3.37879], [-0.32961, 3.74732, 1.27452], [-0.65429, 5.81137, -0.44467], [-1.94949, 4.71056, -0.03133], [-1.86412, 6.27483, 0.78726], [0.85324, -3.74005, -3.52518], [1.10838, -1.96484, -3.55789], [-0.23632, -1.33053, -3.66207], [1.81100, -1.90922, -5.20670], [0.35352, -3.98017, -2.58824], [0.22406, -4.02797, -4.36751], [1.82778, -4.22782, -3.57389], [1.08316, -2.31093, -5.91211], [2.73274, -2.48956, -5.21345], [2.01181, -0.86410, -5.43705], [1.29417, -0.67497, 4.26139], [0.27799, -1.12571, 2.85185], [-0.99181, -0.34328, 2.96453], [-0.06158, -2.78939, 3.42104], [1.60416, 0.36019, 4.13955], [0.71233, -0.79319, 5.17619], [2.17471, -1.31716, 4.27617], [-0.56392, -2.74764, 4.38808], [0.87880, -3.33707, 3.48160], [-0.70941, -3.26331, 2.68562], [-8.70615, -1.00237, -3.40380], [-8.19766, 0.70256, -3.14092], [-6.77000, 0.80234, -3.54305], [-8.18392, 0.63247, -1.35032], [-8.71894, -1.18182, -4.47693], [-7.98815, -1.66782, -2.92437], [-9.70521, -1.14867, -2.99301], [-7.51256, -0.16811, -1.03759], [-9.19247, 0.46416, -0.97411], [-7.82157, 1.58554, -0.97820], [6.68479, -3.56599, -2.93506], [5.34443, -2.61327, -3.63374], [4.29231, -3.60270, -4.03397], [6.17509, -2.13686, -5.14927], [6.31929, -3.99784, -2.00458], [6.96410, -4.35439, -3.63524], [7.52358, -2.90287, -2.73291], [6.48230, -3.03830, -5.68008], [7.03029, -1.51378, -4.89633], [5.45970, -1.57743, -5.75000], [-8.22315, 3.49714, 3.47926], [-8.82257, 3.70300, 1.79885], [-8.53325, 2.42807, 1.08720], [-7.55319, 4.86427, 1.28297], [-8.85740, 2.75806, 3.96409], [-7.19263, 3.14293, 3.45174], [-8.29360, 4.44720, 4.00884], [-6.57276, 4.40562, 1.41613], [-7.63801, 5.77937, 1.86925], [-7.72006, 5.08481, 0.23056], [7.26982, 0.53554, -0.71784], [7.33364, 0.64971, -2.50483], [7.93895, -0.62761, -2.98746], [8.63298, 1.88343, -2.59557], [6.53778, -0.22948, -0.46464], [8.25268, 0.25122, -0.34231], [6.95710, 1.49486, -0.30605], [9.52137, 1.50914, -2.08747], [8.28311, 2.80757, -2.13587], [8.84953, 2.05527, -3.64768], [8.59092, -4.14848, 2.09752], [7.63915, -4.62033, 0.65065], [6.43718, -3.74261, 0.60985], [7.07916, -6.20501, 1.27477], [8.98268, -3.14942, 1.91863], [7.93981, -4.14197, 2.97148], [9.41514, -4.84888, 2.23074], [6.53252, -6.06247, 2.20738], [7.93007, -6.87061, 1.41869], [6.41865, -6.62341, 0.51751], [1.50891, -6.66528, 1.55909], [3.02031, -5.75819, 1.90738], [2.60241, -4.42915, 2.43066], [3.50473, -5.50589, 0.19808], [1.02137, -6.87068, 2.51009], [0.86081, -6.05340, 0.93187], [1.75519, -7.60349, 1.06197], [2.71122, -4.97107, -0.32398], [3.69429, -6.47200, -0.27209], [4.41295, -4.90162, 0.20543]], "atomic_forces_ev_per_a": [[0.186, -0.148, 0.052], [0.086, 0.349, 0.247], [0.439, -0.536, -0.127], [0.053, 0.334, -0.222], [-0.094, -0.123, 0.278], [0.046, -0.267, 0.024], [0.023, -0.054, 0.200], [0.063, -0.281, 0.056], [0.071, 0.168, 0.098], [0.018, -0.104, -0.484], [-0.018, 0.124, 0.366], [-0.124, 0.063, 0.418], [-0.513, 0.007, -0.206], [0.409, 0.024, 0.070], [-0.195, -0.189, -0.023], [-0.307, -0.072, -0.209], [0.092, -0.236, -0.022], [0.014, 0.104, 0.041], [-0.159, -0.047, -0.023], [-0.132, 0.164, 0.067], [-0.013, -0.032, -0.142], [-0.006, 0.030, -0.065], [-0.024, -0.075, -0.021], [-0.201, 0.265, -0.058], [-0.150, -0.002, 0.105], [-0.018, -0.058, 0.023], [-0.047, 0.044, 0.054], [0.010, 0.057, -0.083], [0.023, -0.062, -0.036], [0.265, -0.049, -0.063], [0.063, 0.106, -0.011], [0.078, 0.023, -0.125], [-0.130, 0.079, -0.034], [0.021, -0.028, -0.047], [-0.049, 0.114, -0.018], [0.170, 0.032, -0.039], [-0.062, -0.064, -0.150], [0.112, 0.056, 0.091], [0.030, -0.070, -0.122], [0.194, 0.046, 0.070], [-0.060, 0.078, 0.052], [-0.027, 0.070, 0.089], [0.110, 0.075, -0.055], [0.063, -0.114, 0.009], [0.009, 0.088, -0.069], [0.020, -0.097, 0.084], [0.070, -0.013, -0.092], [-0.012, 0.026, 0.000], [-0.017, 0.026, 0.007], [0.012, 0.028, -0.006], [-0.038, 0.028, 0.026], [-0.013, -0.011, 0.012], [-0.026, 0.007, 0.017], [0.055, 0.028, 0.032], [0.105, -0.034, -0.028], [-0.008, 0.059, 0.094], [-0.100, -0.105, 0.007], [0.017, -0.005, -0.019], [-0.020, -0.006, -0.019], [-0.005, -0.011, -0.011], [-0.013, 0.067, -0.014], [-0.001, -0.004, -0.070], [-0.008, 0.022, -0.006], [0.008, -0.063, -0.023], [0.051, 0.067, 0.179], [0.010, -0.051, -0.195], [-0.083, -0.114, -0.039], [0.005, 0.018, -0.003], [0.016, 0.023, 0.000], [0.000, 0.009, -0.003], [0.008, 0.003, -0.024], [0.003, 0.033, 0.030], [-0.023, 0.025, -0.006], [0.131, -0.155, 0.038], [0.011, 0.046, 0.009], [-0.040, -0.062, 0.049], [0.041, -0.031, -0.078], [-0.029, 0.060, 0.007], [-0.057, 0.011, -0.025], [-0.029, 0.048, 0.002], [-0.040, -0.014, 0.007], [0.000, 0.006, 0.032], [-0.017, -0.011, 0.016], [0.021, 0.005, 0.067], [0.019, 0.050, -0.007], [-0.009, -0.022, 0.039], [0.043, 0.039, -0.001], [-0.010, -0.003, -0.017], [-0.029, 0.003, -0.013], [-0.003, -0.003, 0.003], [-0.296, 0.088, -0.023], [-0.013, 0.012, -0.004], [-0.037, -0.008, -0.008], [-0.020, -0.007, 0.061], [-0.055, 0.020, -0.002], [0.083, 0.021, 0.017], [0.032, 0.049, 0.046], [0.001, -0.010, -0.023], [0.007, -0.002, -0.029], [-0.016, -0.007, 0.000], [-0.013, -0.025, -0.003], [-0.002, 0.003, -0.012], [-0.018, -0.017, -0.005], [-0.034, 0.020, 0.075], [0.121, -0.021, -0.073], [-0.049, 0.031, -0.006], [-0.017, -0.115, 0.038], [-0.007, -0.003, -0.022], [-0.017, 0.004, -0.017], [0.002, 0.000, -0.016], [-0.004, 0.040, -0.014], [0.015, 0.022, 0.000], [-0.003, -0.011, 0.001], [-0.036, -0.045, -0.006], [0.049, 0.026, -0.097], [-0.042, 0.019, 0.086], [0.047, 0.064, -0.040], [0.018, 0.009, 0.007], [0.020, 0.023, 0.004], [-0.002, -0.001, 0.003], [-0.017, -0.004, 0.016], [-0.006, 0.003, 0.006], [-0.027, 0.010, 0.030]], "total_energy_ev": -142084.43246, "homo_lumo_gap_ev": 8.574, "e_homo_ev": -8.31, "lumo_ev": 0.27}